1.
Density functional theory data (the ωB97M-V functional and the def2-TZVPD basis) for one molecule with the formula C4H6N2OS.

The calculation puts the LUMO energy at 0.443 eV. As for the energy relative to the best compared isomer or geometry (same formula, charge and spin): 578.40 kJ/mol. The calculation puts the frontier orbital gap at 0.351 hartree.

The geometry in ORCA input format:
```
! RIJCOSX wB97M-V def2-TZVPD def2/J DEFGRID3
* xyz 0 1
N 0.8168 0.2082 -0.4934
S 0.1018 1.5932 -0.0330
N -1.1706 -1.1609 -0.5162
C 2.5443 -1.1022 0.5968
H 3.6912 -1.4066 0.5557
O -2.5749 -0.3777 0.9929
H 2.8358 0.9243 -0.1408
C 0.0717 -1.0308 -0.5514
C 2.1866 0.1374 0.0512
H 1.7165 -1.7905 0.8492
C -2.2151 -0.2421 -0.3122
H -2.9300 0.3306 -1.1150
H 0.9170 -1.9178 -0.5940
H -0.3081 1.4869 1.3902
*
```

2.
Density functional theory data (the ωB97M-V functional and the def2-TZVPD basis) for one molecule with the formula C4H6N2OS.

The calculation puts the LUMO energy at 0.715 eV. As for the energy relative to the best compared isomer or geometry (same formula, charge and spin): 203.88 kJ/mol. The calculation puts the frontier orbital gap at 0.301 hartree.

The geometry in ORCA input format:
```
! RIJCOSX wB97M-V def2-TZVPD def2/J DEFGRID3
* xyz 0 1
O -1.1618 1.9491 -0.0024
N 3.0595 -0.5585 0.0977
C 1.6868 -0.2243 0.0088
H 3.6194 0.0068 -0.5128
C 0.6148 -1.0857 -0.0051
H -2.4070 -0.9560 1.2307
H 3.2189 -1.5394 -0.1152
C 1.1831 1.1014 0.0184
H -0.7576 2.8059 0.0027
H 0.5805 -2.1490 -0.0229
C -0.1911 1.0110 -0.0095
H 1.7529 2.0369 0.0335
N -0.5596 -0.3054 -0.0055
S -2.1233 -0.9103 -0.0824
*
```